{
  "formula": "H8IO4",
  "method": "wB97M-V/def2-TZVPD",
  "symbols": ["I", "O", "H", "H", "O", "H", "H", "O", "H", "H", "O", "H", "H"],
  "coordinates": [[0.78400, -1.17223, -0.74369], [-2.62100, -1.02623, -1.18569], [-1.64500, -1.05023, -1.12469], [-2.79600, -1.47123, -0.38369], [-0.64900, 1.88177, -1.48269], [-0.42900, 2.47977, -2.15269], [-0.26200, 1.06877, -1.76369], [3.41900, -0.78323, 1.71431], [3.31100, -1.29923, 2.51831], [2.86200, -1.13823, 1.06831], [-1.02100, 0.96077, 1.21831], [-0.64700, 0.57977, 0.45831], [-0.30600, 0.96977, 1.85931]],
  "homo_energy_ev": -4.580,
  "total_charge": -1,
  "mol_weight_g_mol": 199.0,
  "total_energy_ev": -16423.4511
}